6 unconnected molecules or ions with the total composition C24H36N6 in a non-equilibrium geometry, computed with ωB97M-V with the def2-TZVPD basis set.

Summary:
E_LUMO: 0.016 hartree
Highest occupied orbital energy: -7.79 eV
Calculated total energy: -1264.57579 Ha
Orbital gap: 0.3025 Eh
Energy above the lowest of the compared OMol25 structures with the same formula, charge and spin: 52.0 kJ/mol
SMILES string: c1cc[nH]c1.c1cc[nH]c1.c1cc[nH]c1.CCCC#N.CCCC#N.CCCC#N
Total charge: 0

Each line ends with the Mulliken charge.
Positions of all 66 atoms, in Å:
C 5.401001 1.202643 -1.604596  -0.420
C 4.323433 0.385486 -1.260110  -0.500
C 3.285920 0.640679 -2.131603  -0.411
N 3.683173 1.653079 -2.974232  0.051
C 4.963841 1.992670 -2.655454  -0.784
H 6.388096 1.256887 -1.180568  0.443
H 4.233933 -0.372380 -0.498205  0.470
H 2.310718 0.189478 -2.220027  0.428
H 3.170716 1.993144 -3.764457  0.195
H 5.499124 2.702820 -3.268048  0.457
C 3.544448 6.886057 -1.319444  -0.576
C 2.370567 6.541825 -0.590100  -0.554
C 2.288944 5.174959 -0.597891  -0.412
N 3.349100 4.669964 -1.277280  0.121
C 4.158466 5.709858 -1.671201  -0.348
H 3.951259 7.870008 -1.481628  0.378
H 1.693624 7.246382 -0.137989  0.391
H 1.531207 4.505295 -0.224775  0.385
H 3.508700 3.713768 -1.536743  0.306
H 5.044620 5.527975 -2.258302  0.327
C -4.784299 -2.608928 2.037547  -0.573
C -4.289352 -1.434005 1.477056  -0.127
C -3.886058 -0.597287 2.502680  -0.807
N -4.233289 -1.210077 3.672424  0.031
C -4.774949 -2.432346 3.411228  -0.568
H -5.166103 -3.500885 1.569739  0.402
H -4.198857 -1.182968 0.432763  0.582
H -3.377104 0.345648 2.405701  0.510
H -4.033778 -0.854139 4.587815  0.206
H -5.176193 -3.082466 4.169644  0.398
C -1.770129 -4.211647 -0.820128  -0.721
C -2.219323 -4.767649 -2.176145  -0.461
C -3.531955 -4.154557 -2.675615  -0.492
C -3.534662 -2.702346 -2.813153  0.360
N -3.509915 -1.557980 -2.906762  -0.473
H -0.762216 -4.555111 -0.607822  0.353
H -2.439382 -4.502531 -0.005130  0.349
H -1.881302 -3.124215 -0.836097  -0.092
H -2.346467 -5.850127 -2.166827  0.322
H -1.403866 -4.568780 -2.876071  0.298
H -4.335564 -4.445151 -1.997338  0.254
H -3.748514 -4.557745 -3.667851  0.305
C 2.238718 -0.631984 4.300611  -1.382
C 1.243513 -0.562559 3.150601  -0.364
C -0.210681 -0.537503 3.629789  0.451
C -0.557265 -1.834562 4.205809  0.201
N -0.825612 -2.846475 4.672778  -0.506
H 3.257477 -0.528488 3.913300  0.367
H 2.199403 -1.571217 4.854329  0.345
H 2.193407 0.161963 5.051587  0.335
H 1.458547 -1.407390 2.496910  0.275
H 1.440475 0.333247 2.557450  0.339
H -0.888961 -0.473802 2.764944  -0.509
H -0.510997 0.327426 4.217045  0.430
C -1.588625 -0.139760 -0.246063  -1.123
C -0.359445 -0.163154 -1.160894  -0.189
C -0.566773 0.786608 -2.352584  -0.637
C -0.472102 2.218582 -2.063337  0.174
N -0.383625 3.341407 -1.837586  -0.473
H -1.778912 0.807113 0.259258  0.512
H -1.492218 -0.956088 0.474360  0.301
H -2.507756 -0.389787 -0.776723  0.078
H -0.323088 -1.165377 -1.585634  0.195
H 0.555562 0.096822 -0.634358  0.370
H -1.555085 0.634491 -2.796244  0.323
H 0.136429 0.565181 -3.160354  0.485

Cartesian forces (eV/Å) of the 6 atoms listed first:
0.06 1.10 -0.75
-1.20 -0.90 -0.05
0.03 0.30 -0.02
0.11 -0.64 0.57
0.75 -0.02 -0.22
-0.03 -0.05 0.14

***

2 unconnected molecules or ions with the total composition C4H12O3 in a non-equilibrium geometry, computed with ωB97M-V with the def2-TZVPD basis set.

Summary:
E_LUMO: 0.028 hartree
Highest occupied orbital energy: -10.42 eV
Calculated total energy: -385.27304 Ha
Orbital gap: 0.4110 Eh
Energy above the lowest of the compared OMol25 structures with the same formula, charge and spin: 127.9 kJ/mol
SMILES string: C[C@@H](O)CCO.O
Total charge: 0

Each line ends with the Mulliken charge.
Positions of all 19 atoms, in Å:
C 0.506864 0.899993 2.860017  -1.264
C -0.143742 0.754606 1.467312  0.502
O 0.147084 1.929849 0.690422  -0.539
C 0.081358 -0.598428 0.800439  -1.043
C -0.432755 -1.853412 1.485419  -0.238
O 0.009155 -3.047882 0.937306  -0.513
H 1.295742 0.169033 3.086158  0.323
H 0.947806 1.878519 3.032409  0.379
H -0.232893 0.754665 3.670924  0.295
H -1.264838 0.826351 1.643431  0.185
H 0.931560 1.741093 0.162206  0.310
H 1.138963 -0.750201 0.653928  0.485
H -0.498762 -0.499806 -0.126416  0.312
H -1.507009 -1.673367 1.535315  0.262
H -0.068388 -1.774111 2.551897  0.225
H 0.426462 -3.000323 0.076508  0.318
O -0.151572 1.612461 -6.851772  -0.622
H -0.927165 2.202592 -6.857632  0.311
H -0.798053 0.884182 -6.926769  0.310

Cartesian forces (eV/Å) of the 6 atoms listed first:
-0.10 -0.61 0.82
-1.70 0.52 1.84
0.15 -1.12 -0.39
-0.17 0.56 -0.99
0.53 2.24 1.97
-0.30 -0.93 0.21

***

A molecular structure, C38H33GeN8PbS3Se4, computed with ωB97M-V with the def2-TZVPD basis set.

Summary:
E_LUMO: 0.064 hartree
Highest occupied orbital energy: -3.90 eV
Calculated total energy: -14976.13145 Ha
Orbital gap: 0.2074 Eh
Energy above the lowest of the compared OMol25 structures with the same formula, charge and spin: 71.7 kJ/mol
Total charge: -1

Each line ends with the Mulliken charge.
Positions of all 88 atoms, in Å:
Pb -0.623839 2.148837 -2.612369  1.102
N 1.432423 -1.016461 -4.113385  -0.075
C 2.410402 -0.130575 -3.782628  -0.018
N 2.184557 0.984564 -3.157183  0.271
C 3.350676 1.678005 -2.926728  -0.303
C 4.484088 1.073138 -3.362075  -0.413
S 4.092911 -0.433303 -4.111387  -0.243
C 3.258908 2.994443 -2.273926  -0.281
C 4.305440 3.778147 -1.915277  -0.397
S 3.727865 5.247407 -1.210240  -0.285
C 2.098078 4.684832 -1.450204  0.363
N 2.009072 3.515561 -2.005291  0.255
N 1.019207 5.400121 -1.036828  -0.283
H 0.500286 -0.618738 -4.210788  0.036
H 1.650527 -1.694625 -4.823570  0.242
H 5.500521 1.423417 -3.315219  0.420
H 5.358484 3.586870 -2.025990  0.419
H 1.139110 6.374405 -0.827730  0.226
H 0.103681 5.114078 -1.389107  -0.024
Se -0.542138 2.300832 -5.558576  -0.591
Se -2.474493 1.090458 -6.062410  -0.193
Se -2.342398 -0.691501 -4.574674  -0.281
Se -2.878174 0.321148 -2.536967  -0.263
S -2.194610 4.290250 -1.957649  -0.540
C -2.565667 3.987352 -0.272880  0.324
N -3.555031 4.611159 0.276623  -1.002
N -3.936109 4.225645 1.530529  0.175
C -4.038449 2.942515 2.065813  0.829
C -4.193063 2.812972 3.446184  -0.629
C -4.357590 1.561622 4.021362  -0.437
C -4.365508 0.418763 3.236569  -0.624
C -4.226739 0.550031 1.858085  -0.428
C -4.073781 1.791341 1.269658  -0.646
N -1.774584 3.211959 0.622773  -0.855
N -0.993100 2.365627 0.170311  1.342
C -0.023838 1.906677 1.134645  -0.235
C 0.240577 2.667057 2.274626  -0.303
C 1.305071 2.354520 3.093975  -0.936
C 2.138927 1.294561 2.752487  -0.827
C 1.853017 0.531701 1.638496  -0.251
C 0.746317 0.785716 0.821862  0.555
H -4.418260 4.956846 2.019678  0.226
H -4.162586 3.699610 4.069329  0.348
H -4.465673 1.484329 5.096567  0.358
H -4.479317 -0.558864 3.686225  0.428
H -4.240637 -0.328272 1.223903  0.467
H -3.977079 1.866623 0.194173  0.542
H -0.388653 3.521762 2.478800  0.465
H 1.502119 2.949648 3.976349  0.392
H 3.001532 1.055431 3.361638  0.473
H 2.488934 -0.312448 1.401740  0.130
H 1.192555 -0.074433 -1.080960  -0.656
C 0.425219 -0.153348 -0.304650  -0.019
Ge 0.358157 -2.070226 0.199793  2.451
C -1.319411 -2.932966 -0.278565  -0.397
C -2.151647 -3.504887 0.681426  -0.432
C -3.343743 -4.115456 0.314195  -0.642
C -3.714064 -4.166876 -1.021427  -0.584
C -2.891335 -3.610013 -1.989556  -0.821
C -1.704400 -2.997475 -1.617066  0.181
C 0.591845 -2.234616 2.132135  -0.433
C 1.643350 -2.943354 2.704135  -0.134
C 1.821604 -2.965560 4.082472  -0.669
C 0.945570 -2.275120 4.906245  -0.543
C -0.114274 -1.569322 4.350794  -0.816
C -0.286715 -1.551289 2.976108  -0.451
C 1.803530 -2.971816 -0.761419  -0.002
C 3.067421 -2.386948 -0.848585  0.127
C 4.092932 -2.995863 -1.557170  -0.714
C 3.865834 -4.204735 -2.199459  -0.507
C 2.614616 -4.798287 -2.127288  -0.708
C 1.593237 -4.186016 -1.412154  -0.562
H -0.534507 0.067582 -0.772749  0.217
H -1.871143 -3.477089 1.728038  0.278
H -3.984672 -4.547544 1.072981  0.398
H -4.648303 -4.633668 -1.308144  0.374
H -3.182784 -3.626730 -3.031919  0.413
H -1.079366 -2.551415 -2.383651  0.556
H 2.339994 -3.478869 2.067313  0.363
H 2.647844 -3.519091 4.512155  0.399
H 1.089255 -2.283157 5.979676  0.383
H -0.798379 -1.021035 4.986710  0.478
H -1.108143 -0.977711 2.556972  0.772
H 3.257044 -1.427681 -0.378447  0.098
H 5.062469 -2.518130 -1.622885  0.437
H 4.661200 -4.678370 -2.761712  0.377
H 2.430435 -5.738156 -2.633090  0.399
H 0.617359 -4.655524 -1.369573  0.363

Cartesian forces (eV/Å) of the 6 atoms listed first:
-0.07 -0.31 -0.43
-0.10 -0.05 0.02
0.03 0.13 0.04
0.01 -0.07 -0.03
-0.02 0.04 0.02
-0.02 -0.03 -0.02

***

2 unconnected molecules or ions with the total composition C3H7N3 in a non-equilibrium geometry, computed with ωB97M-V with the def2-TZVPD basis set.

Summary:
E_LUMO (alpha / beta): 0.010 / 0.002 hartree
Highest occupied orbital energy (alpha / beta): -8.30 / -8.58 eV
Calculated total energy: -282.58900 Ha
Orbital gap (alpha / beta): 0.3146 / 0.3169 Eh
Energy above the lowest of the compared OMol25 structures with the same formula, charge and spin: 486.4 kJ/mol
Total charge: 0

Each line ends with the Mulliken charge.
Positions of all 13 atoms, in Å:
C 1.583076 1.213151 0.008870  -0.414
C -2.160134 0.816987 0.022191  -0.175
C 0.487187 -1.669064 0.032205  -0.687
N 0.461792 0.682322 -0.259784  0.012
N -2.044713 -0.393196 0.097321  -0.408
N 0.092158 -0.450757 -0.614620  -0.409
H 1.618409 2.249731 0.288241  0.266
H 2.521262 0.669736 -0.095814  0.279
H -3.049959 1.421298 0.162495  0.325
H -1.240153 1.434069 -0.206547  0.309
H 1.129355 -2.245011 -0.639439  0.274
H 1.015439 -1.480746 0.975367  0.321
H -0.413713 -2.248515 0.229516  0.307

Cartesian forces (eV/Å) of the 6 atoms listed first:
0.67 -0.23 -0.05
0.16 1.06 -0.12
0.31 -0.26 0.44
0.16 0.69 0.26
0.83 -0.48 -0.52
-1.62 -0.67 -0.28